The following is a quantum chemistry calculation of a molecular structure, C48H33AsFIrNS, from OMol25.

Structure (XYZ):
```
86
Properties=species:S:1:pos:R:3:lowdin_spin:R:1
Ir -0.52667 0.63913 -0.20525 0.51
As 0.36935 3.06753 -0.73463 0.03
S 2.85536 -0.56445 2.39405 0.02
F -4.79678 6.09154 1.24734 0.00
N 0.06421 -1.34819 -0.32270 0.03
C 1.93123 5.51636 -0.43008 0.00
C -4.05510 3.12320 -0.66583 0.00
C 4.32877 5.62239 -0.24034 0.00
C -0.48041 3.85734 -3.26686 0.00
C -3.17657 -2.54418 -4.75539 0.00
C -6.22283 -3.26783 1.04334 0.02
C 2.05705 0.46165 -3.68607 0.00
C -2.50622 1.20008 -0.21993 0.07
C -2.08766 6.02151 -2.54386 0.00
C 1.54839 -0.58929 1.27644 0.03
C -4.63859 4.32696 -0.29885 0.00
C 1.48017 0.99722 -4.83223 0.00
C 0.95117 2.12673 -2.35692 0.01
C 1.99903 4.13089 -0.52492 0.01
C 2.52810 1.06537 2.76557 0.00
C -1.44654 5.28008 -1.56039 0.00
C -4.48318 -1.61682 0.82007 0.02
C -3.26565 -2.31880 -3.38895 0.01
C 4.39315 4.23654 -0.30614 0.00
C -3.56736 -1.05036 -2.88610 0.01
C -3.07979 0.22840 -0.86113 0.00
C -1.12173 4.60929 -4.24497 0.00
C -3.76730 -0.01419 -3.79424 0.01
C 1.03338 -3.92294 -0.40049 0.02
C 0.88946 0.59383 1.17759 0.01
C -3.07247 2.52384 0.12302 0.01
C 1.47418 1.56252 2.06547 0.00
C -4.56525 -1.67626 -0.57418 0.00
C -3.27046 4.35832 1.69174 0.00
C -5.50416 -2.53842 -1.13923 0.02
C -2.68846 3.15848 1.30046 0.00
C 1.60437 -2.98676 0.44441 0.00
C -3.67301 -0.23351 -5.16268 0.00
C -0.64106 4.21307 -1.92570 0.00
C -1.91920 5.68619 -3.88152 0.00
C -0.02587 -3.55201 -1.21300 0.00
C 3.09759 6.26080 -0.29810 0.00
C -6.31885 -3.32992 -0.33859 0.00
C -3.69584 -0.80568 -1.41865 0.09
C 0.65068 2.10500 -4.74600 0.00
C 3.23064 3.49051 -0.44278 0.00
C -4.23429 4.91789 0.87943 0.00
C 1.09685 -1.69617 0.46256 0.02
C 1.79120 1.02351 -2.44486 0.01
C -3.38479 -1.50037 -5.64940 0.01
C -5.30250 -2.39844 1.61775 0.00
C -0.47971 -2.24999 -1.14466 0.02
C 0.38798 2.68017 -3.50682 0.00
H 0.97616 6.02389 -0.47892 0.00
H -2.98722 4.85217 2.61223 0.00
H 1.67954 0.54943 -5.79756 0.00
H 3.13803 1.57426 3.49697 0.00
H -1.59256 5.52486 -0.51515 0.00
H 2.24171 0.60079 -1.55441 0.00
H -1.93886 2.68586 1.92374 0.00
H -0.49667 -4.25026 -1.89084 0.00
H -3.33061 -1.67611 -6.71656 0.00
H 2.43517 -3.23947 1.09034 0.00
H 0.21080 2.51827 -5.64594 0.00
H 3.29096 2.41069 -0.49244 0.00
H -6.85440 -3.88924 1.66607 0.00
H -5.22228 -2.32738 2.69584 0.00
H -5.61599 -2.58269 -2.21635 0.00
H -3.75742 -0.95302 1.27661 0.00
H 3.04155 7.34113 -0.24585 0.00
H 2.71109 -0.39855 -3.75850 0.00
H 5.35082 3.73292 -0.25410 0.00
H 5.23700 6.20316 -0.13947 0.00
H -2.94882 -3.53744 -5.12438 0.00
H -2.41643 6.26676 -4.64845 0.00
H -3.11085 -3.13687 -2.69352 0.00
H -0.99883 4.36159 -5.29225 0.00
H -2.72512 6.85155 -2.26711 0.00
H -4.36606 2.63222 -1.58017 0.00
H -3.83222 0.58795 -5.85053 0.00
H 1.41333 -4.93681 -0.42635 0.00
H -7.03441 -3.99711 -0.80320 0.00
H -1.28882 -1.89291 -1.76316 0.00
H 1.12236 2.57716 2.18485 0.00
H -4.00021 0.97440 -3.41620 0.00
H -5.39691 4.80314 -0.90705 0.00
```

## Properties
- HOMO-LUMO gap (alpha / beta): 6.13 / 6.58 eV
- Multiplicity: 2


The following is a quantum chemistry calculation of a molecular structure, C48H33AsIrN3S3, from OMol25.

Structure (XYZ):
```
89
Properties=species:S:1:pos:R:3:lowdin_spin:R:1
Ir -0.09142 -0.81357 0.61304 1.29
As -0.63100 -0.03749 -2.48988 0.06
S -3.48678 -5.30414 1.80079 0.09
S -2.28117 0.00084 0.52826 0.25
S 3.85891 3.45143 1.84590 0.01
N 0.76213 0.33318 2.29709 0.16
N 6.14369 5.97317 -1.79335 0.06
N -0.80965 -1.87766 2.29036 0.08
C 3.02767 3.10870 3.31531 0.00
C 0.69005 -2.59124 -0.15034 0.13
C -1.69589 -2.99224 4.71971 0.31
C -0.41085 0.20006 -6.62983 0.00
C -2.95666 -4.61779 3.33644 0.19
C 0.37698 -0.18063 5.95013 -0.03
C -2.10933 -3.54510 3.44099 0.18
C -0.75364 -0.12812 -5.32779 0.00
C -1.25319 -1.84145 -2.68376 0.02
C 3.41008 3.98515 4.29616 0.02
C 1.50235 1.09706 -1.22831 0.35
C -2.94333 -3.52295 -2.43584 0.00
C -4.35614 -6.38963 4.00056 0.04
C 4.70439 4.75633 2.54601 0.02
C -0.42506 -1.26550 5.96620 0.04
C 0.99073 1.32371 -4.50444 0.00
C -0.86958 -1.88471 4.74341 0.03
C 2.08389 1.99668 3.41985 0.07
C -0.05013 0.43366 -4.26299 0.01
C 2.46034 2.07396 -1.36784 0.04
C 3.82353 1.75966 -1.62398 0.11
C -3.44571 3.00479 -2.72004 0.01
C 0.38256 -0.18467 3.50308 0.02
C 2.08304 3.44443 -1.28323 0.12
C -3.59827 2.12447 -0.48536 0.02
C 1.56996 1.37014 2.26598 0.03
C -2.09823 -4.45238 -3.02617 0.00
C 5.35062 5.14289 -1.72476 0.02
C 0.63358 1.08230 -6.87175 0.00
C -4.00329 3.03110 -1.44967 0.00
C -0.83280 -4.07447 -3.45711 0.00
C 4.36819 4.92958 3.85406 0.00
C 1.67189 1.49545 4.64334 -0.01
C -3.55273 -5.36128 4.42806 0.25
C 0.81422 0.39854 4.71188 0.06
C 4.75360 2.76172 -1.74592 -0.02
C -2.62582 1.16151 -0.76154 0.03
C -2.06917 1.14314 -2.05099 0.01
C -2.52404 -2.21058 -2.26385 0.01
C -0.40910 -2.76629 -3.28980 0.00
C -4.42780 -6.49703 2.61601 0.36
C 3.02217 4.43499 -1.42168 -0.02
C 4.36671 4.10571 -1.63864 0.12
C 1.33187 1.64113 -5.81200 0.00
C 0.60540 0.19606 -1.01817 0.08
C -2.47478 2.06428 -3.01492 0.00
C -1.59260 -2.90412 2.26485 0.06
C -0.43866 -1.32306 3.52283 0.17
H -4.98888 -7.22154 2.04829 0.02
H -0.74868 -1.69646 6.90495 0.00
H -0.17758 -4.79677 -3.92512 0.00
H -2.42960 -5.47372 -3.16160 0.00
H 1.04507 3.69340 -1.10452 0.01
H 2.14532 2.32962 -5.99835 0.00
H -4.76000 3.76526 -1.20553 0.00
H 5.79375 2.52209 -1.92094 0.00
H 5.40478 5.32512 1.95521 0.00
H 0.57621 -2.47178 -3.63248 0.00
H -1.56359 -0.82399 -5.14599 0.00
H 0.90179 1.33459 -7.88908 0.00
H -3.93470 -3.81419 -2.11410 0.00
H 3.01252 3.97356 5.30083 0.00
H 4.12087 0.72273 -1.70157 0.01
H 0.70990 0.27018 6.87634 0.00
H -4.88695 -7.05973 4.66059 0.00
H 1.35088 -3.00987 0.61567 0.03
H -3.18185 -1.48765 -1.79971 0.00
H 2.73400 5.47513 -1.34926 0.00
H 1.83750 1.72969 1.27869 0.00
H -3.36965 -5.11911 5.46220 0.01
H 1.26126 -2.48180 -1.07048 0.01
H -0.11541 -3.31117 -0.32610 0.02
H -2.03026 -3.43321 5.64687 0.02
H -1.85758 -3.27829 1.28117 0.00
H -2.02848 2.04550 -4.00117 0.00
H 1.53790 1.77365 -3.68948 0.00
H -4.03821 2.14857 0.50314 0.00
H -0.95809 -0.23636 -7.45468 0.00
H 4.78744 5.70365 4.47906 0.00
H 2.03837 1.92988 5.56480 0.00
H -3.75973 3.71335 -3.47401 0.00
```

## Properties
- HOMO-LUMO gap (alpha / beta): 5.53 / 5.17 eV
- Net charge: +1
- Multiplicity: 6


Energy values (in eV) by entry order: -129029.8910 -150955.3832.